(1)
Here is C12H30HgN4O6 as an isolated structure at a distorted geometry from the Open Molecules 2025 dataset. Energies are from ωB97M-V/def2-TZVPD.

Structure (ORCA input):
```
! wB97M-V def2-TZVPD RIJCOSX def2/J DEFGRID3
* xyz 0 1
Hg -1.96 0.12 2.11
O -5.02 1.68 2.36
H -5.79 1.83 1.79
O -1.53 -0.60 5.45
H -0.86 -0.72 6.15
C -4.70 -4.38 -0.08
O -4.31 -3.41 0.60
N -5.99 -4.60 -0.47
C -7.06 -3.64 -0.13
C -6.28 -5.76 -1.22
H -4.04 -5.21 -0.39
H -6.55 -2.69 0.01
H -7.49 -3.99 0.80
H -7.83 -3.42 -0.87
H -7.01 -5.68 -2.02
H -5.42 -6.35 -1.55
H -6.85 -6.40 -0.55
C 1.39 4.57 1.80
O 0.89 3.46 1.78
N 2.66 4.81 1.42
C 3.50 3.78 0.84
C 3.19 6.14 1.55
H 0.79 5.46 2.06
H 4.11 3.35 1.64
H 4.11 4.07 -0.02
H 2.89 2.91 0.60
H 3.92 6.12 2.36
H 3.54 6.47 0.57
H 2.49 6.89 1.92
C -0.63 0.96 -3.40
O -0.95 1.08 -2.20
N -0.27 1.92 -4.22
C 0.19 1.58 -5.60
C 0.01 3.25 -3.78
H -0.74 -0.02 -3.88
H -0.45 0.90 -6.16
H 1.24 1.28 -5.65
H 0.03 2.52 -6.13
H -0.39 3.45 -2.78
H 1.08 3.43 -3.72
H -0.51 3.87 -4.51
C 3.18 -2.18 2.28
O 2.42 -1.81 1.40
N 4.50 -2.37 2.05
C 5.51 -2.70 3.04
C 5.02 -2.26 0.69
H 2.93 -2.49 3.31
H 6.32 -1.97 2.97
H 6.04 -3.62 2.82
H 5.14 -2.82 4.06
H 5.48 -1.33 0.36
H 5.83 -2.98 0.59
H 4.24 -2.49 -0.04
*
```

Computed properties:
HOMO-LUMO gap: 3.57 eV
ΔE to the lowest compared entry with this formula, charge and spin: 6.0615 eV
E_LUMO: -4.27 eV
HOMO: -7.8392 eV
F_max: 3.2 eV/Å

(2)
Here is C32H44N5OPPtS as an isolated structure from the Open Molecules 2025 dataset. Energies are from ωB97M-V/def2-TZVPD.

Structure (ORCA input):
```
! wB97M-V def2-TZVPD RIJCOSX def2/J DEFGRID3
* xyz 0 3
Pt -0.82 0.67 -1.09
N 0.77 4.04 -3.51
C 0.31 2.88 -2.95
S -0.69 3.06 -1.53
N 0.69 1.78 -3.54
N 0.13 0.63 -2.98
C 0.41 -0.46 -3.61
C -0.06 -1.79 -3.31
C 0.51 -2.83 -4.08
C 0.12 -4.14 -3.95
C -0.89 -4.44 -3.02
C -1.46 -3.45 -2.25
C -1.07 -2.10 -2.36
O -1.65 -1.22 -1.59
H 0.75 4.88 -2.95
H 1.47 3.96 -4.23
H 1.05 -0.34 -4.49
H 1.27 -2.56 -4.81
H 0.57 -4.91 -4.55
H -1.21 -5.46 -2.90
H -2.24 -3.68 -1.54
N -6.82 0.15 -3.92
C -6.21 0.61 -3.07
C -5.44 1.18 -1.99
C -5.97 2.21 -1.21
C -5.20 2.72 -0.18
C -3.93 2.20 0.01
N -3.43 1.22 -0.73
C -4.16 0.72 -1.71
H -6.97 2.58 -1.41
H -5.57 3.52 0.45
H -3.29 2.59 0.79
H -3.72 -0.09 -2.29
C 2.43 -3.76 0.56
C 2.96 -2.72 -0.45
C 1.99 -1.54 -0.60
C 1.34 -1.23 0.76
C 0.35 -2.38 1.05
C 0.90 -3.74 0.59
P 0.51 0.39 0.73
C -0.53 0.56 2.25
C -1.88 -0.16 2.16
C -2.85 0.30 3.27
C -2.10 0.77 4.52
C -0.86 -0.08 4.71
C 0.16 0.22 3.60
C 1.81 1.68 0.91
C 2.78 1.52 2.13
C 4.24 1.51 1.70
C 4.60 2.79 0.94
C 3.56 3.11 -0.16
C 2.60 1.95 -0.38
H 2.81 -3.54 1.56
H 2.80 -4.75 0.31
H 3.12 -3.19 -1.42
H 3.94 -2.35 -0.12
H 1.19 -1.80 -1.29
H 2.50 -0.69 -1.04
H 2.11 -1.21 1.53
H -0.59 -2.18 0.53
H 0.12 -2.41 2.12
H 0.53 -3.97 -0.42
H 0.52 -4.53 1.24
H -0.74 1.64 2.23
H -1.73 -1.24 2.23
H -2.34 0.00 1.18
H -3.49 -0.54 3.54
H -3.52 1.08 2.90
H -2.76 0.73 5.39
H -1.80 1.82 4.42
H -1.15 -1.14 4.69
H -0.40 0.09 5.68
H 0.83 -0.64 3.48
H 0.78 1.06 3.91
H 1.19 2.58 1.06
H 2.56 0.63 2.70
H 2.62 2.36 2.82
H 4.43 0.64 1.07
H 4.88 1.40 2.58
H 5.60 2.69 0.51
H 4.66 3.62 1.66
H 4.06 3.35 -1.09
H 2.97 3.99 0.11
H 3.16 1.07 -0.68
H 1.90 2.17 -1.18
*
```

Computed properties:
HOMO-LUMO gap (spin up / spin down): 6.37 / 6.79 eV
ΔE to the lowest compared entry with this formula, charge and spin: 0.0000 eV
E_LUMO (spin up / spin down): 0.12 / -0.75 eV
HOMO (spin up / spin down): -6.2511 / -7.5433 eV
F_max: 0.9 eV/Å

> Which of these has the lowest F_max?

C32H44N5OPPtS

> The highest ΔE to the lowest compared entry with this formula, charge and spin belongs to which entry?

C12H30HgN4O6

Repeat the second record exactly.
Here is C32H44N5OPPtS as an isolated structure from the Open Molecules 2025 dataset. Energies are from ωB97M-V/def2-TZVPD.

Structure (ORCA input):
```
! wB97M-V def2-TZVPD RIJCOSX def2/J DEFGRID3
* xyz 0 3
Pt -0.82 0.67 -1.09
N 0.77 4.04 -3.51
C 0.31 2.88 -2.95
S -0.69 3.06 -1.53
N 0.69 1.78 -3.54
N 0.13 0.63 -2.98
C 0.41 -0.46 -3.61
C -0.06 -1.79 -3.31
C 0.51 -2.83 -4.08
C 0.12 -4.14 -3.95
C -0.89 -4.44 -3.02
C -1.46 -3.45 -2.25
C -1.07 -2.10 -2.36
O -1.65 -1.22 -1.59
H 0.75 4.88 -2.95
H 1.47 3.96 -4.23
H 1.05 -0.34 -4.49
H 1.27 -2.56 -4.81
H 0.57 -4.91 -4.55
H -1.21 -5.46 -2.90
H -2.24 -3.68 -1.54
N -6.82 0.15 -3.92
C -6.21 0.61 -3.07
C -5.44 1.18 -1.99
C -5.97 2.21 -1.21
C -5.20 2.72 -0.18
C -3.93 2.20 0.01
N -3.43 1.22 -0.73
C -4.16 0.72 -1.71
H -6.97 2.58 -1.41
H -5.57 3.52 0.45
H -3.29 2.59 0.79
H -3.72 -0.09 -2.29
C 2.43 -3.76 0.56
C 2.96 -2.72 -0.45
C 1.99 -1.54 -0.60
C 1.34 -1.23 0.76
C 0.35 -2.38 1.05
C 0.90 -3.74 0.59
P 0.51 0.39 0.73
C -0.53 0.56 2.25
C -1.88 -0.16 2.16
C -2.85 0.30 3.27
C -2.10 0.77 4.52
C -0.86 -0.08 4.71
C 0.16 0.22 3.60
C 1.81 1.68 0.91
C 2.78 1.52 2.13
C 4.24 1.51 1.70
C 4.60 2.79 0.94
C 3.56 3.11 -0.16
C 2.60 1.95 -0.38
H 2.81 -3.54 1.56
H 2.80 -4.75 0.31
H 3.12 -3.19 -1.42
H 3.94 -2.35 -0.12
H 1.19 -1.80 -1.29
H 2.50 -0.69 -1.04
H 2.11 -1.21 1.53
H -0.59 -2.18 0.53
H 0.12 -2.41 2.12
H 0.53 -3.97 -0.42
H 0.52 -4.53 1.24
H -0.74 1.64 2.23
H -1.73 -1.24 2.23
H -2.34 0.00 1.18
H -3.49 -0.54 3.54
H -3.52 1.08 2.90
H -2.76 0.73 5.39
H -1.80 1.82 4.42
H -1.15 -1.14 4.69
H -0.40 0.09 5.68
H 0.83 -0.64 3.48
H 0.78 1.06 3.91
H 1.19 2.58 1.06
H 2.56 0.63 2.70
H 2.62 2.36 2.82
H 4.43 0.64 1.07
H 4.88 1.40 2.58
H 5.60 2.69 0.51
H 4.66 3.62 1.66
H 4.06 3.35 -1.09
H 2.97 3.99 0.11
H 3.16 1.07 -0.68
H 1.90 2.17 -1.18
*
```

Computed properties:
HOMO-LUMO gap (spin up / spin down): 6.37 / 6.79 eV
ΔE to the lowest compared entry with this formula, charge and spin: 0.0000 eV
E_LUMO (spin up / spin down): 0.12 / -0.75 eV
HOMO (spin up / spin down): -6.2511 / -7.5433 eV
F_max: 0.9 eV/Å

Copy entry 1 word for word.
Here is C12H30HgN4O6 as an isolated structure at a distorted geometry from the Open Molecules 2025 dataset. Energies are from ωB97M-V/def2-TZVPD.

Structure (ORCA input):
```
! wB97M-V def2-TZVPD RIJCOSX def2/J DEFGRID3
* xyz 0 1
Hg -1.96 0.12 2.11
O -5.02 1.68 2.36
H -5.79 1.83 1.79
O -1.53 -0.60 5.45
H -0.86 -0.72 6.15
C -4.70 -4.38 -0.08
O -4.31 -3.41 0.60
N -5.99 -4.60 -0.47
C -7.06 -3.64 -0.13
C -6.28 -5.76 -1.22
H -4.04 -5.21 -0.39
H -6.55 -2.69 0.01
H -7.49 -3.99 0.80
H -7.83 -3.42 -0.87
H -7.01 -5.68 -2.02
H -5.42 -6.35 -1.55
H -6.85 -6.40 -0.55
C 1.39 4.57 1.80
O 0.89 3.46 1.78
N 2.66 4.81 1.42
C 3.50 3.78 0.84
C 3.19 6.14 1.55
H 0.79 5.46 2.06
H 4.11 3.35 1.64
H 4.11 4.07 -0.02
H 2.89 2.91 0.60
H 3.92 6.12 2.36
H 3.54 6.47 0.57
H 2.49 6.89 1.92
C -0.63 0.96 -3.40
O -0.95 1.08 -2.20
N -0.27 1.92 -4.22
C 0.19 1.58 -5.60
C 0.01 3.25 -3.78
H -0.74 -0.02 -3.88
H -0.45 0.90 -6.16
H 1.24 1.28 -5.65
H 0.03 2.52 -6.13
H -0.39 3.45 -2.78
H 1.08 3.43 -3.72
H -0.51 3.87 -4.51
C 3.18 -2.18 2.28
O 2.42 -1.81 1.40
N 4.50 -2.37 2.05
C 5.51 -2.70 3.04
C 5.02 -2.26 0.69
H 2.93 -2.49 3.31
H 6.32 -1.97 2.97
H 6.04 -3.62 2.82
H 5.14 -2.82 4.06
H 5.48 -1.33 0.36
H 5.83 -2.98 0.59
H 4.24 -2.49 -0.04
*
```

Computed properties:
HOMO-LUMO gap: 3.57 eV
ΔE to the lowest compared entry with this formula, charge and spin: 6.0615 eV
E_LUMO: -4.27 eV
HOMO: -7.8392 eV
F_max: 3.2 eV/Å